[1]
A 14-piece molecular cluster, C47H84O24 overall, computed with ωB97M-V/def2-TZVPD.

Geometry as XYZ:
```
155
Properties=species:S:1:pos:R:3:forces:R:3:lowdin_charge:R:1
C 0.336 -0.072 -4.965 0.74 1.57 0.22 -0.0163
C -0.351 0.607 -6.113 0.04 -0.38 -1.05 -0.4866
O 0.191 1.385 -6.881 -0.43 -0.63 0.87 0.0690
C -1.801 0.198 -6.231 -0.03 1.07 -1.15 -0.0205
H 0.245 -1.145 -4.961 -0.24 -0.32 0.05 0.0849
H -0.081 0.390 -4.062 -0.18 -0.45 0.13 0.0821
H 1.374 0.240 -4.951 0.31 -0.25 -0.04 0.0549
H -1.907 -0.883 -6.247 -0.10 -0.05 0.55 0.0772
H -2.213 0.573 -7.182 0.13 0.02 0.41 0.0913
H -2.298 0.724 -5.410 -0.32 -0.52 0.03 0.0782
C 0.300 4.630 0.237 0.17 0.19 0.43 -0.0334
C 0.897 5.990 0.575 -0.14 -0.37 -0.66 -0.5011
O 0.935 6.843 -0.270 0.05 0.62 -0.60 0.0809
C 1.388 6.293 1.958 -0.67 -0.23 0.34 -0.0218
H -0.689 4.578 0.717 0.29 -0.28 -0.03 0.0770
H 0.958 3.828 0.563 -0.24 -0.15 0.47 0.0628
H 0.193 4.460 -0.829 -0.12 0.45 -0.12 0.0529
H 1.930 7.236 1.949 0.25 -0.24 0.00 0.0868
H 1.936 5.438 2.367 0.05 0.34 0.12 0.0800
H 0.482 6.460 2.564 0.34 -0.19 0.04 0.0794
C 5.897 3.215 -0.564 0.25 0.35 -0.05 -0.0211
C 4.709 3.536 -1.466 -0.17 0.29 -0.62 -0.4512
O 4.855 4.046 -2.560 0.09 -0.33 0.51 0.0609
C 3.281 3.193 -0.998 1.17 0.15 0.67 -0.0085
H 6.889 3.332 -1.019 -0.52 -0.09 -0.53 0.0837
H 5.819 2.209 -0.166 -0.15 -0.09 0.34 0.0546
H 5.945 3.935 0.259 -0.46 -0.21 0.21 0.0868
H 3.242 3.056 0.083 0.15 -0.31 0.09 0.0678
H 2.968 2.275 -1.493 -0.23 0.04 -0.08 0.0710
H 2.611 4.016 -1.197 -0.10 0.09 -0.56 0.0569
C 2.741 -0.248 0.935 -0.28 0.73 -0.78 -0.0105
C 4.051 -0.560 1.601 -1.27 -2.05 0.55 -0.5000
O 4.875 0.243 1.894 1.18 1.53 0.04 0.0841
C 4.213 -2.027 2.024 0.13 0.47 -0.53 -0.0004
H 2.570 0.831 0.862 0.03 -0.10 0.44 0.0793
H 1.906 -0.765 1.414 0.11 0.06 0.06 0.0642
H 2.718 -0.549 -0.119 0.24 -0.39 0.14 0.0779
H 3.470 -2.273 2.788 0.04 0.00 -0.16 0.0537
H 5.225 -2.205 2.377 -0.02 0.06 0.12 0.0835
H 4.020 -2.650 1.154 -0.16 -0.26 0.01 0.0811
C 5.240 -0.556 -2.194 0.04 -0.04 0.53 -0.0045
C 4.295 -0.079 -3.270 2.50 0.59 -0.15 -0.4977
O 3.133 0.049 -3.053 -1.75 -0.05 0.13 0.0633
C 4.961 0.405 -4.556 -0.89 -0.66 -0.02 -0.0076
H 5.662 0.308 -1.659 -0.20 0.03 -0.23 0.0828
H 6.103 -1.100 -2.574 -0.14 -0.18 -0.07 0.0823
H 4.675 -1.129 -1.456 0.18 -0.13 -0.09 0.0714
H 5.409 1.387 -4.366 0.01 -0.19 -0.14 0.0954
H 4.159 0.469 -5.292 0.18 0.37 -0.13 0.0727
H 5.691 -0.318 -4.932 0.13 0.26 0.25 0.0834
C 2.752 3.017 -5.370 -0.05 -0.11 0.60 -0.0288
C 1.937 4.226 -4.975 0.02 2.01 -1.19 -0.4297
O 2.102 5.301 -5.569 -0.41 -1.97 1.27 0.0387
C 0.896 4.112 -3.851 0.43 -0.25 -0.35 -0.0060
H 3.759 3.322 -5.655 -0.10 0.04 0.08 0.0874
H 2.286 2.512 -6.217 -0.18 0.09 -0.04 0.0732
H 2.777 2.300 -4.541 0.13 0.09 -0.14 0.0516
H 0.700 3.078 -3.564 0.12 -0.07 -0.05 0.0535
H -0.044 4.574 -4.151 0.14 0.19 -0.07 0.0825
H 1.297 4.622 -2.971 -0.08 0.11 -0.11 0.0733
C -5.743 -0.050 -1.452 0.61 0.47 0.37 0.0090
C -4.621 -0.707 -2.233 -1.78 0.05 -0.24 -0.4970
O -3.487 -0.335 -2.180 1.51 0.50 0.34 0.0533
C -4.995 -1.846 -3.144 0.21 0.08 -0.31 -0.0092
H -5.807 -0.572 -0.491 -0.44 -0.23 -0.24 0.0727
H -6.688 -0.023 -1.991 -0.06 -0.37 0.13 0.0911
H -5.493 0.977 -1.165 0.20 -0.18 -0.26 0.0619
H -4.987 -1.466 -4.173 -0.18 0.07 0.14 0.0977
H -5.960 -2.292 -2.933 -0.05 -0.07 0.06 0.0814
H -4.188 -2.567 -3.113 0.05 -0.36 0.08 0.0642
C -0.937 4.109 3.569 -0.03 0.30 0.26 -0.0287
C -1.452 3.522 4.877 0.59 -1.41 -1.28 -0.5034
O -2.253 4.074 5.564 -0.71 0.80 0.78 0.0916
C -0.945 2.119 5.188 -0.26 -0.09 -0.02 -0.0231
H 0.157 4.088 3.526 -0.14 -0.18 -0.01 0.0768
H -1.260 5.149 3.498 -0.07 -0.11 -0.09 0.0801
H -1.328 3.532 2.718 0.12 0.10 0.29 0.0731
H 0.106 2.213 5.480 -0.04 -0.29 -0.10 0.0862
H -1.039 1.432 4.329 0.33 0.49 0.12 0.0664
H -1.522 1.660 5.993 0.14 0.30 0.12 0.0831
C 0.035 -0.444 -1.176 0.63 -0.11 -0.37 -0.0168
C -0.253 0.933 -0.713 0.50 1.75 -0.97 -0.4625
O 0.230 1.940 -1.255 -0.75 -1.71 0.86 0.0184
C -1.181 1.051 0.453 0.11 0.42 0.24 0.0021
H 0.897 -0.425 -1.853 -0.04 -0.13 0.26 0.0724
H -0.817 -0.811 -1.750 -0.24 -0.06 0.16 0.0798
H 0.205 -1.077 -0.300 -0.04 -0.20 -0.27 0.0665
H -0.614 0.876 1.370 0.11 -0.05 0.09 0.0787
H -1.964 0.303 0.428 -0.22 -0.06 -0.12 0.0766
H -1.572 2.066 0.484 -0.18 -0.02 0.07 0.0665
C 1.764 -1.547 7.505 -0.05 0.01 1.02 -0.0339
C 2.145 -1.393 6.087 -0.10 0.08 -0.80 -0.3167
C 2.220 -2.704 5.282 -0.71 1.42 -1.18 -0.0555
O 1.430 -2.381 4.087 -0.18 0.06 -0.05 -0.0044
C 0.774 -1.158 4.185 3.18 -2.61 4.04 -0.5329
O -0.032 -0.766 3.463 -1.90 1.27 -2.25 0.1913
O 1.169 -0.600 5.372 -0.36 0.27 -0.52 0.0687
H 0.809 -2.033 7.683 -0.39 0.32 -0.25 0.0954
H 1.850 -0.574 8.001 -0.34 -0.31 0.10 0.0999
H 2.465 -2.224 7.980 0.50 -0.03 0.14 0.0922
H 3.076 -0.822 6.077 0.07 -0.20 -0.41 0.1572
H 1.752 -3.562 5.777 0.25 0.17 -0.05 0.1293
H 3.230 -2.872 4.920 0.01 -0.47 0.24 0.1229
C -2.156 -3.839 -0.790 -0.25 1.10 -0.22 -0.0203
C -1.898 -5.247 -1.100 -0.38 -1.79 0.82 -0.2849
C -0.610 -5.516 -1.804 0.69 -0.17 0.15 -0.0795
O -0.251 -6.822 -1.315 1.06 0.13 -0.88 0.0844
C -0.755 -7.027 -0.099 -2.21 2.81 -1.80 -0.6053
O -0.504 -7.903 0.616 0.99 -2.19 1.99 0.1863
O -1.721 -6.081 0.149 0.35 0.72 -0.87 0.0621
H -1.325 -3.468 -0.186 -0.38 0.32 0.16 0.0785
H -3.156 -3.651 -0.401 0.19 -0.17 0.64 0.0897
H -2.199 -3.268 -1.724 0.42 -0.04 -0.10 0.0918
H -2.726 -5.722 -1.615 -0.22 -0.07 -0.16 0.1571
H 0.146 -4.777 -1.566 0.39 0.06 0.73 0.1292
H -0.590 -5.490 -2.882 -0.63 -0.54 -0.38 0.1397
C 2.307 -6.231 3.840 0.40 -0.30 0.70 -0.0214
C 1.377 -5.985 2.719 -0.81 1.16 -0.58 -0.2939
C 0.033 -5.308 3.098 0.31 -0.71 -0.08 -0.0571
O -0.106 -4.231 2.164 -0.86 0.01 0.48 0.0476
C 1.014 -4.018 1.490 1.09 -2.38 0.50 -0.5717
O 1.183 -3.214 0.640 0.05 0.83 -0.35 0.1463
O 1.953 -4.981 1.830 -0.56 0.53 -0.17 0.0656
H 3.179 -6.756 3.456 0.29 0.23 0.18 0.0972
H 1.874 -6.868 4.607 -0.29 -0.27 -0.06 0.0970
H 2.557 -5.309 4.352 0.34 0.19 -0.15 0.0665
H 1.230 -6.904 2.156 -0.19 0.12 -0.22 0.1387
H 0.026 -4.912 4.113 0.17 0.20 -0.01 0.1226
H -0.791 -6.023 3.011 -0.02 0.37 -0.29 0.1360
C -4.322 3.765 -1.144 -0.59 -0.71 -0.68 -0.0212
C -3.348 4.240 -2.170 -0.16 0.51 -0.43 -0.3036
C -2.483 3.139 -2.749 0.27 0.00 -0.79 -0.0630
O -2.666 3.295 -4.180 1.03 -1.55 0.22 0.0628
C -3.664 4.106 -4.473 0.51 1.19 2.07 -0.6096
O -4.071 4.357 -5.538 -0.83 0.01 -1.81 0.1871
O -4.064 4.744 -3.340 -0.19 -0.23 0.80 0.0805
H -4.957 4.604 -0.869 -0.06 -0.24 0.51 0.0959
H -3.836 3.225 -0.335 0.19 0.53 0.44 0.0829
H -4.916 2.977 -1.615 -0.35 0.25 -0.06 0.0729
H -2.791 5.074 -1.746 0.32 0.08 -0.31 0.1513
H -2.819 2.132 -2.465 0.07 0.21 -0.04 0.1187
H -1.418 3.255 -2.552 -0.13 -0.09 0.09 0.0944
C -2.997 -2.088 2.551 1.17 -0.13 -0.36 -0.0390
C -4.257 -2.815 2.459 -2.13 -0.41 0.90 -0.3378
C -5.048 -2.792 3.802 -1.12 -0.11 -1.68 -0.0352
O -6.380 -2.380 3.366 -0.26 0.09 1.34 0.0575
C -6.423 -1.882 2.129 4.78 -2.50 1.44 -0.5754
O -7.296 -1.355 1.602 -2.67 1.60 -1.64 0.2128
O -5.173 -2.155 1.552 -0.33 0.25 -0.26 0.0367
H -2.551 -2.079 1.558 0.09 0.72 -0.07 0.0773
H -2.282 -2.690 3.110 0.02 0.17 0.43 0.0887
H -3.171 -1.121 3.018 0.43 0.19 -0.27 0.1030
H -4.104 -3.850 2.155 -0.14 -0.02 -0.38 0.1488
H -4.649 -2.049 4.484 -0.08 -0.05 0.25 0.1272
H -5.202 -3.781 4.232 0.34 0.21 0.24 0.1328
```
Positions in Å, forces in eV/Å.

For the total energy, the calculation gives -99241.9060 eV. Its LUMO energy is -0.293 eV. The HOMO energy comes out at -8.573 eV.


[2]
One molecule with the formula C3H7NO2, computed with ωB97M-V/def2-TZVPD.

Geometry as XYZ:
```
13
Properties=species:S:1:pos:R:3:forces:R:3:lowdin_charge:R:1
O 0.314 2.440 0.541 1.48 -0.18 -1.04 -0.1091
C -0.564 1.367 0.353 -0.04 -0.76 0.04 -0.3036
C 0.359 0.200 0.096 1.76 0.73 -0.97 -0.2025
N -0.298 -0.912 -0.518 0.47 -0.10 -0.39 0.0195
C 0.009 -2.222 -0.233 0.15 0.18 0.09 -0.3429
O 0.753 -2.573 0.655 -0.18 0.14 -0.36 0.0295
H 1.130 2.094 -0.014 -2.03 1.79 1.71 0.0920
H -1.298 1.518 -0.467 0.44 0.05 0.18 0.1196
H -1.141 1.072 1.245 0.16 0.75 0.02 0.1294
H 0.837 -0.152 1.014 -0.10 0.10 -0.15 0.1246
H 1.360 0.827 -0.508 -2.30 -2.73 0.62 0.1777
H -0.969 -0.720 -1.250 0.25 -0.14 0.05 0.1344
H -0.490 -2.939 -0.913 -0.05 0.16 0.19 0.1313
```
Positions in Å, forces in eV/Å.

For the total energy, the calculation gives -8808.2610 eV. Its LUMO energy is 0.718 eV. The HOMO energy comes out at -10.172 eV. Its SMILES is O=CNCCO.


[3]
One molecule with the formula C3H8N2O2, computed with ωB97M-V/def2-TZVPD.

Geometry as XYZ:
```
15
Properties=species:S:1:pos:R:3:forces:R:3:lowdin_charge:R:1
O 2.350 0.642 -1.249 -1.17 -1.10 0.71 0.0437
C 1.443 -0.187 -1.160 0.75 2.42 -1.01 -0.5263
N 1.189 -1.112 -2.116 0.76 -0.47 -1.19 0.1259
C 0.338 -0.354 -0.153 -1.21 -1.28 3.23 -0.1414
N -0.075 0.538 0.934 1.86 2.37 0.49 -0.0606
C -1.215 0.622 1.853 1.05 -1.44 -2.47 -0.2820
O -2.307 0.920 1.056 -2.58 0.53 -0.80 -0.0875
H 1.735 -1.146 -2.991 -0.52 -0.03 1.13 0.1352
H 0.398 -1.717 -1.964 0.29 -0.11 -0.52 0.0935
H -0.537 -0.595 -0.753 -0.14 -0.33 0.26 0.1135
H 0.726 -1.226 0.426 -0.58 -0.41 -0.88 0.1415
H 0.533 1.306 1.078 0.73 0.55 -0.16 0.0926
H -1.379 -0.410 2.204 -0.22 0.56 0.72 0.1162
H -1.116 1.410 2.648 0.59 -0.98 -0.69 0.1354
H -2.083 1.309 0.185 0.38 -0.27 1.16 0.1004
```
Positions in Å, forces in eV/Å.

For the total energy, the calculation gives -10314.6276 eV. Its LUMO energy is 0.697 eV. The HOMO energy comes out at -8.755 eV. Its SMILES is NC(=O)CNCO.


[4]
An isolated ion of composition C2H5S and charge -1, computed with ωB97M-V/def2-TZVPD.

Geometry as XYZ:
```
8
Properties=species:S:1:pos:R:3:forces:R:3:lowdin_charge:R:1
C -0.429 -0.188 -0.651 1.04 -1.99 0.41 -0.2690
C 0.470 0.298 0.501 0.17 -1.03 -0.49 -0.9335
S -0.449 0.665 1.965 -0.58 0.99 1.04 0.0509
H -0.988 0.434 -1.306 -0.64 1.40 0.11 0.0168
H -1.144 -0.886 -0.095 0.89 0.53 -1.31 0.0503
H 0.284 -0.677 -1.381 -0.83 -0.36 0.55 0.0504
H 1.268 0.988 0.188 -0.40 0.25 0.03 0.0285
H 0.987 -0.635 0.778 0.35 0.21 -0.34 0.0058
```
Positions in Å, forces in eV/Å.

For the total energy, the calculation gives -12990.4170 eV. Its LUMO energy is 4.546 eV. Its net charge is -1. The HOMO energy comes out at -1.959 eV. Its SMILES is CC[S-].